1.
A structure of composition C20H9Cl7N2O3ReS4. Source: the Open Molecules 2025 dataset; level of theory: ωB97M-V/def2-TZVPD.

Each line ends with the Löwdin charge.
Positions of all 46 atoms, in Å:
Re -0.61217 -0.15718 1.08981  1.11
N -0.23900 2.17815 0.91889  0.00
C -0.35423 2.77893 -0.42427  -0.20
C -0.38035 4.11527 -0.78050  0.00
C -0.52858 4.45578 -2.13017  -0.07
C -0.66617 3.51069 -3.14013  -0.01
C -0.63761 2.15054 -2.81491  -0.16
C -0.83777 1.01192 -3.68957  -0.02
C -0.83535 -0.29672 -3.35031  -0.11
C -1.90187 -1.77072 -1.29306  -0.41
N -0.43331 0.58602 -1.08552  -0.30
C -0.44822 1.88281 -1.47190  -0.24
H 0.70672 2.34298 1.26754  0.04
H -0.90922 2.63462 1.53466  0.10
H -0.30435 4.89476 -0.03258  0.12
H -0.55259 5.50376 -2.39557  0.11
H -0.80742 3.84615 -4.15999  0.12
H -1.01540 1.25583 -4.73331  0.13
H -1.05770 -1.06040 -4.08324  0.11
H -0.33585 -1.15887 -0.28052  -0.06
O 2.36948 0.53068 7.52827  -0.04
C 1.97090 0.44439 6.40395  -1.00
S 2.97987 0.72946 4.97140  0.98
C 1.71969 0.45589 3.78696  -0.97
C 0.49483 0.13211 4.23273  -1.07
S -1.01830 -0.14183 3.38496  0.56
S 0.31419 -0.01620 5.97054  0.98
S 2.26142 0.66475 2.11831  0.84
Cl -4.45155 -2.26867 -0.84611  0.73
C -3.13812 -1.28492 -1.35710  -0.70
Cl -2.97682 0.35957 0.54106  0.14
C -1.51424 -2.82803 -0.24872  -0.61
O -1.54724 -4.00396 -0.44191  0.14
O -1.14172 -2.23383 0.91089  -0.24
H -3.43446 -0.61683 -2.15690  0.08
Cl -0.48506 -0.84320 -1.66410  0.98
C 0.76301 -1.72222 -1.74427  -0.33
C 1.38120 -0.68083 1.33354  -0.65
C 2.04631 -1.85104 1.17302  -0.71
Cl 3.67489 -2.00408 1.80963  0.69
C 1.72935 -3.18888 0.55324  -0.74
Cl 1.58330 -4.41369 1.75775  0.73
C 1.84636 -3.54384 -0.74494  -0.73
Cl 2.06688 -5.18698 -1.20959  0.71
C 1.77133 -2.55168 -1.83611  -0.71
Cl 2.88491 -2.64047 -3.17185  0.68

Properties
E	-163119.557	eV
spin multiplicity	4

***

2.
A structure of composition C40H37BaN3O6STe. Source: the Open Molecules 2025 dataset; level of theory: ωB97M-V/def2-TZVPD.

Each line ends with the Löwdin charge.
Positions of all 89 atoms, in Å:
Ba 0.04771 -1.52724 -1.73046  1.91
C -5.11833 1.98773 2.18566  -0.05
C -4.10304 1.46777 1.20409  -0.27
C -4.08937 0.16711 0.78647  0.00
C -3.16228 -0.33011 -0.16867  -0.08
C -3.13726 -1.75278 -0.44754  -0.32
O -2.44054 -2.31789 -1.31085  -0.16
C -3.99138 -2.67602 0.37724  -0.17
C -3.85704 -2.75755 1.75907  -0.04
C -4.60341 -3.67857 2.47893  -0.07
C -5.50225 -4.50882 1.82456  -0.09
C -5.63689 -4.43147 0.44518  -0.08
C -4.87236 -3.52916 -0.27756  -0.02
C -2.28376 0.60796 -0.82453  -0.35
O -1.60399 0.32887 -1.85468  -0.32
C -2.17562 1.92626 -0.22887  -0.07
C -3.09153 2.31873 0.71285  0.03
C -1.03570 2.81988 -0.57356  -0.21
N -0.02257 2.36528 -1.19109  0.08
C 1.10952 3.20218 -1.52140  -0.29
C 2.42817 2.68191 -0.93325  -0.45
Te 2.47835 0.63016 -0.28394  1.30
C 1.46400 1.01678 1.53020  -0.52
C 0.22452 0.45071 1.80411  -0.14
C -0.43188 0.73610 2.99398  -0.07
C 0.14742 1.58640 3.92450  -0.09
C 1.39030 2.14602 3.66299  -0.10
C 2.04746 1.85702 2.47443  -0.15
C -1.10499 4.22636 -0.04966  -0.21
C -0.53704 4.51413 1.18735  -0.02
C -0.57149 5.80821 1.68663  -0.07
C -1.17436 6.82170 0.95415  -0.09
C -1.74314 6.53666 -0.27943  -0.08
C -1.71101 5.24197 -0.77856  -0.03
H -5.80141 1.19774 2.49716  0.07
H -5.71469 2.79186 1.74936  0.08
H -4.63664 2.38827 3.08060  0.08
H -4.82811 -0.50976 1.19491  0.12
H -3.15764 -2.10669 2.26947  0.12
H -4.48420 -3.74637 3.55238  0.10
H -6.09218 -5.21989 2.38803  0.10
H -6.33343 -5.08105 -0.06882  0.10
H -4.95474 -3.47947 -1.35587  0.12
H -3.02658 3.32186 1.12007  0.13
H 0.98768 4.24565 -1.21050  0.11
H 1.18784 3.18863 -2.61160  0.10
H 2.71718 3.24252 -0.04543  0.03
H 3.23989 2.76451 -1.65472  0.04
H -0.27442 -0.19583 1.09286  0.07
H -1.40678 0.30221 3.18042  0.10
H -0.36666 1.81027 4.85041  0.10
H 1.85506 2.80298 4.38749  0.10
H 3.02389 2.28666 2.28476  0.09
H -0.06862 3.71822 1.75664  0.11
H -0.12730 6.02469 2.65002  0.10
H -1.20181 7.83100 1.34394  0.10
H -2.21318 7.32373 -0.85504  0.10
H -2.15645 5.01641 -1.74026  0.12
O 2.22870 -3.11764 -1.68769  -0.21
C 2.33099 -2.96084 -0.43887  -0.74
O 1.39863 -2.51491 0.29150  -0.25
C 3.65146 -3.26708 0.20198  -0.14
C 4.67951 -3.81324 -0.55162  -0.01
C 5.92979 -4.08582 0.01040  0.02
C 6.08558 -3.78203 1.33902  -0.22
O 7.20174 -3.93814 2.11372  0.03
C 6.83287 -3.51870 3.42756  -0.13
O 5.49899 -3.02425 3.37794  0.03
C 5.06172 -3.23607 2.09346  -0.20
C 3.83166 -2.96620 1.56144  0.08
H 4.49280 -4.02561 -1.59451  0.11
H 6.73821 -4.51021 -0.56804  0.12
H 7.50435 -2.72264 3.75347  0.13
H 6.88104 -4.37413 4.10652  0.13
H 3.02561 -2.53638 2.13870  0.13
C 3.29485 -2.43976 -4.67685  -0.10
N 1.95781 -2.07721 -5.12768  -0.06
C 1.37433 -0.89073 -4.86823  -0.90
S 2.15374 0.32276 -4.00952  0.64
N 0.11615 -0.74555 -5.36256  -0.07
C -0.76939 0.36771 -5.03884  -0.09
H 3.60697 -3.31883 -5.23803  0.09
H 3.30878 -2.65818 -3.60886  0.05
H 3.97882 -1.62132 -4.88698  0.07
H 1.38680 -2.81522 -5.50704  0.13
H -0.32221 -1.56724 -5.74920  0.13
H -0.16717 1.25743 -4.88375  0.05
H -1.35397 0.19428 -4.13281  0.06
H -1.44202 0.53131 -5.87927  0.09

Properties
E	-77661.213	eV
spin multiplicity	1

***

| no. | maximum force (eV/A) |
| --- | --- |
| 1 | 3.77 |
| 2 | 0.54 |